(1)
{"formula": "C6H6N3OP3", "method": "ωB97M-V/def2-TZVPD", "lumo_ha": [-0.111, -0.038], "multiplicity": 1, "orbital_gap_ev": [6.08, 8.32], "elements": ["H", "P", "H", "C", "C", "C", "H", "O", "H", "H", "H", "P", "N", "C", "P", "N", "N", "C", "C"], "xyz": [[-2.78, 2.55, -0.99], [3.33, -1.08, 1.23], [-4.26, 1.00, 0.45], [-3.00, -0.52, 0.54], [-3.28, 0.75, 0.16], [-0.90, -0.22, -0.51], [1.91, -2.48, 0.18], [1.96, -1.91, 1.03], [-1.29, -1.95, 0.60], [-0.53, 1.57, -1.62], [-3.67, -1.13, 1.15], [2.79, 1.58, 0.28], [3.91, -1.28, -0.34], [-2.50, 1.54, -0.65], [4.64, -0.10, -1.18], [3.92, 1.29, -0.84], [2.71, 0.43, 1.32], [-1.30, 1.02, -1.05], [-1.66, -1.05, 0.26]]}



(2)
{"formula": "C6H6N4", "method": "ωB97M-V/def2-TZVPD", "smiles": "N#C/C=C\\Cn1cnnc1", "lumo_ha": -0.021, "multiplicity": 1, "orbital_gap_ev": 9.46, "elements": ["N", "H", "C", "C", "H", "N", "N", "C", "N", "C", "H", "H", "H", "C", "C", "H"], "xyz": [[-1.16, 0.38, -0.47], [-0.33, -0.61, -2.02], [-1.32, 1.60, 0.07], [2.01, -0.34, 0.43], [-0.54, 2.31, -0.07], [-3.15, 0.55, 0.37], [2.46, 2.19, 0.29], [-2.29, -0.26, -0.15], [-2.52, 1.78, 0.50], [0.02, -0.10, -1.16], [0.87, -2.01, 0.03], [2.48, -0.68, 1.33], [-2.18, -1.35, -0.17], [2.34, 1.03, 0.23], [0.91, -0.93, -0.17], [0.53, 0.85, -1.27]]}



(3)
{"formula": "C6H6N4", "method": "ωB97M-V/def2-TZVPD", "smiles": "Cc1ncnc2nc[nH]c12", "lumo_ha": 0.018, "multiplicity": 1, "orbital_gap_ev": 9.65, "elements": ["C", "H", "H", "H", "C", "H", "H", "N", "C", "N", "C", "C", "C", "H", "N", "N"], "xyz": [[-1.84, -1.33, -0.03], [-1.52, 3.18, 0.12], [-2.91, -1.25, 0.10], [-1.57, -2.15, -0.73], [0.39, -0.11, -0.09], [3.49, -0.78, -0.08], [-1.49, -1.85, 0.92], [-1.67, 0.97, -0.01], [-0.98, 2.19, 0.03], [1.37, -0.98, 0.04], [1.05, 1.16, -0.01], [2.57, -0.29, -0.03], [-0.99, -0.09, -0.10], [1.34, -1.99, -0.09], [2.42, 0.99, 0.03], [0.34, 2.32, -0.08]]}



(4)
{"formula": "C6H6N4O", "method": "ωB97M-V/def2-TZVPD", "smiles": "Nn1cc2cccnc2[n+]1[O-]", "lumo_ha": [0.001, 0.001], "multiplicity": 1, "orbital_gap_ev": [7.53, 7.53], "elements": ["H", "C", "C", "N", "C", "N", "H", "N", "H", "H", "O", "C", "C", "C", "N", "H", "H"], "xyz": [[2.18, -1.99, -0.06], [2.64, 0.05, 0.19], [0.06, 0.84, 0.08], [-3.20, -0.56, 0.09], [2.28, 1.44, 0.05], [-1.24, 0.99, 0.01], [-3.40, 0.48, -0.08], [1.05, 1.77, -0.11], [3.67, -0.16, 0.20], [2.95, 2.25, 0.19], [-2.08, 1.86, 0.12], [0.42, -0.61, 0.06], [1.78, -0.94, -0.07], [-0.74, -1.36, 0.03], [-1.81, -0.57, 0.03], [-3.73, -1.12, -0.60], [-0.83, -2.38, -0.14]]}



Listing relative energy (zero: lowest compared OMol25 entry of this formula, charge and spin) for the structures above in their given order: 79.2, 65.1, 10.9, 130.6 kcal/mol.